36
Properties=species:S:1:pos:R:3:forces:R:3:lowdin_charge:R:1 method="wB97M-V/def2-TZVPD" charge=0 lumo_energy_ev=0.91 largest_force_ev_per_a=3.6 multiplicity=1 e_tot_ha=-654.071324 de_lowest_kj_mol=0.0
C -0.070 2.957 2.669 -1.45 -2.43 -2.16 -0.183
C -0.417 1.597 3.323 0.82 -1.40 -0.17 -0.215
C 0.676 2.579 1.359 -0.64 -1.15 -0.64 -0.129
C -1.231 0.721 2.283 0.67 0.86 -1.96 -0.258
C 0.314 -1.596 -3.321 -0.06 2.12 -1.09 -0.043
C -1.043 -3.190 -1.827 0.44 1.43 -0.28 -0.005
C -1.460 -0.688 -1.775 0.53 1.67 -0.13 -0.055
C 2.463 -0.984 0.377 -0.50 -2.94 -1.94 0.030
C -0.408 -1.746 -1.955 0.20 -1.15 -2.65 -0.510
C 1.316 -0.622 -0.559 0.96 -0.33 -0.09 -0.516
N -0.189 1.709 0.404 0.37 1.49 2.92 -0.093
N -0.467 0.483 1.027 -0.96 -0.66 0.84 -0.143
O 1.335 0.447 -1.161 -0.43 -0.68 -0.27 0.023
O 0.626 -1.721 -0.892 -0.60 0.63 -0.20 0.003
H -1.037 3.489 2.404 1.24 -0.23 0.50 0.126
H 0.631 3.515 3.198 0.72 1.35 1.29 0.076
H 0.565 0.996 3.627 -1.85 1.22 -0.96 0.139
H -0.965 1.630 4.259 -0.26 0.55 0.15 0.079
H 0.898 3.416 0.732 0.67 0.92 -0.05 0.099
H 1.553 1.907 1.552 -0.67 0.92 -0.11 0.128
H -1.335 -0.295 2.700 -0.67 0.57 -0.14 0.094
H -2.245 1.242 1.866 1.59 -0.97 1.80 0.131
H 0.643 -0.508 -3.422 -0.07 -1.42 0.29 0.095
H 1.151 -2.233 -3.537 0.68 -0.42 0.69 0.068
H -0.261 -1.735 -4.271 -0.55 -0.03 1.20 0.092
H -1.363 -3.622 -2.816 -0.22 0.86 1.04 0.099
H -1.815 -3.094 -1.038 0.26 -0.68 -0.62 0.092
H -0.220 -3.809 -1.526 0.22 -0.57 0.53 0.066
H -2.444 -0.933 -2.004 -1.69 -1.61 -0.72 0.056
H -1.471 -0.611 -0.717 -0.18 1.11 1.24 0.052
H -1.454 0.317 -2.309 1.23 -1.09 0.82 0.116
H 3.335 -0.762 -0.261 -0.05 -0.28 0.47 0.096
H 2.564 -0.504 1.298 -0.31 1.04 1.24 0.045
H 2.361 -2.118 0.540 0.53 1.74 -0.04 0.115
H -0.977 2.364 0.123 0.37 -1.06 -0.10 0.170
H 0.444 1.402 -0.348 -0.33 0.62 -0.69 0.060